Molecular formula: C15H14BrN3O4S2Ta
Method: DFT, ωB97M-V/def2-TZVPD

The geometry in ORCA input format:
```
! wB97M-V def2-TZVPD RIJCOSX def2/J DEFGRID3
* xyz 1 1
Ta 0.1170 -0.9000 -0.3509
C -2.3202 -3.1701 1.5050
C -1.9895 -2.1264 0.4652
S -1.1481 -2.7531 -0.9600
C -2.1678 -0.7839 0.7152
C -2.6842 -0.2750 2.0391
S -1.7103 0.5027 -0.4119
H -2.1819 -4.1672 1.0975
H -3.3557 -3.0691 1.8287
H -1.6739 -3.0726 2.3787
H -2.9792 -1.0761 2.7095
H -3.5458 0.3696 1.8651
H -1.9247 0.3309 2.5361
Br -3.0210 -0.7296 -3.5490
C -1.3241 -0.0910 -4.0732
C -1.1817 0.4849 -5.3336
C 0.0700 0.9328 -5.7093
C 1.1364 0.7887 -4.8293
C 0.8753 0.1984 -3.6106
N -0.3291 -0.2302 -3.2240
C 1.9693 0.0104 -2.6155
O 3.0795 0.4140 -2.6824
O 1.5194 -0.7327 -1.5398
H -2.0360 0.5706 -5.9886
H 0.2159 1.3882 -6.6792
H 2.1362 1.1185 -5.0707
C 2.1378 3.0546 3.3884
N 1.8276 1.6993 2.9229
C 2.0936 0.6150 3.6690
C 1.8212 -0.6623 3.2688
C 1.2392 -0.7582 1.9977
O 0.8528 -1.8306 1.3725
N 0.9966 0.3095 1.2437
C 1.2477 1.6026 1.6408
O 1.0126 2.5760 0.9748
H 2.5662 2.9930 4.3842
H 1.2287 3.6504 3.4092
H 2.8439 3.5222 2.7066
H 2.5460 0.8181 4.6307
H 2.0404 -1.5222 3.8784
*
```

## Properties
HOMO level (eV): -12.32
E_LUMO (eV): -3.858
Relative energy (zero: lowest compared OMol25 entry of this formula, charge and spin) (kcal per mole): 0.0
HOMO-LUMO gap (eV): 8.463

=====

Molecular formula: C15H14ClF3NO4S
Method: DFT, ωB97M-V/def2-TZVPD

The geometry in ORCA input format:
```
! wB97M-V def2-TZVPD RIJCOSX def2/J DEFGRID3
* xyz -1 1
F -0.4763 2.3876 -1.4077
C -0.0396 2.4765 -0.1126
F 0.6451 3.6447 0.0483
F -1.1186 2.4895 0.7201
S 0.9989 1.0794 0.2049
N 1.5791 1.7145 1.7730
C 0.9512 1.4867 3.0061
O -0.1228 0.9403 3.1815
C 1.8897 2.0652 4.0523
C 2.9923 2.7635 3.2886
C 2.8364 2.3419 1.8350
O 3.5987 2.4783 0.9015
H 1.3447 2.7526 4.7116
H 2.2975 1.2428 4.6579
H 2.8699 3.8538 3.3518
H 3.9931 2.4910 3.6407
C 0.4761 -1.1044 -5.7488
C -0.5629 -1.2423 -4.6723
O 0.0455 -0.9779 -3.3966
C -0.8701 -1.1710 -2.4001
C -0.3104 -1.0147 -1.0746
C -1.0452 -1.4193 0.0515
C -2.4253 -1.8050 -0.0533
C -3.0973 -2.3888 1.0129
Cl -4.6682 -3.0425 0.7800
C -2.4946 -2.4691 2.2827
C -1.2094 -1.9298 2.4389
C -0.4682 -1.5126 1.3510
O -2.0377 -1.4488 -2.7163
H -0.0469 -1.2322 -6.7015
H 0.9731 -0.1284 -5.7472
H 1.2321 -1.8894 -5.6749
H -1.3771 -0.5238 -4.8400
H -0.9687 -2.2649 -4.6830
H 0.7726 -0.8432 -1.0817
H -2.9240 -1.7293 -1.0096
H -3.0374 -2.9355 3.0966
H -0.7842 -1.8698 3.4434
H 0.5888 -1.2657 1.4899
*
```

## Properties
HOMO level (eV): -2.98
E_LUMO (eV): 2.512
HOMO-LUMO gap (eV): 5.489

=====

The lowest HOMO-LUMO gap belongs to which entry?
C15H14ClF3NO4S

=====

What is the formula in the second record?
C15H14ClF3NO4S

=====

The highest HOMO level belongs to which entry?
C15H14ClF3NO4S